(1)
The following is a quantum chemistry calculation of a molecular structure, C22H14IIrN3O4S, from the Open Molecules 2025 dataset.

The value obtained for the gap between HOMO and LUMO (spin up / spin down) is 7.28 / 5.36 eV. The HOMO energy (spin up / spin down) comes out at -0.300 / -0.300 Ha. The expectation value of S² is 0.7748.

The geometry in ORCA input format:
```
! RIJCOSX wB97M-V def2-TZVPD def2/J DEFGRID3
* xyz 0 2
H -0.2023 -4.6351 -1.3764
C 2.9885 -5.7785 -1.3812
H 4.7119 -4.6262 -0.8243
C 0.7635 -2.2727 -0.4967
H 7.1196 2.1617 -0.2614
H -5.9314 1.6829 0.5587
O 2.3645 1.1789 0.4150
C -4.2342 0.5629 -0.0584
C -4.1727 2.1653 1.7302
C -2.1399 0.9885 1.1655
C 6.7652 0.9311 -1.9869
C -2.8549 1.9212 1.9654
H -4.7615 0.0150 -0.8296
H 6.1465 -0.3031 -3.6337
C 1.6086 -5.7847 -1.5367
H 3.3936 -2.5961 -0.2943
N -0.4506 -2.1127 -0.9895
C -2.2269 -0.7177 -0.6140
H 1.1063 -6.6789 -1.8812
H 4.7440 2.1011 0.4591
N -0.1450 2.1963 -0.6061
Ir 0.4211 0.3984 -0.0050
O 1.3095 -1.3812 0.2625
C 5.8383 0.2231 -2.7414
C 0.1178 3.3440 -0.4933
N -0.9302 -0.9068 -0.5698
H -4.6933 2.9023 2.3279
C 0.8718 -4.6466 -1.2522
H 3.7721 -0.3393 -2.9112
C 2.7320 0.8176 -0.7398
H 3.5601 -6.6709 -1.6007
O -0.9007 0.7680 1.4542
C 4.5142 0.1998 -2.3373
C -2.8502 0.3075 0.1221
C 1.5201 -3.5007 -0.8030
H -2.3006 2.4376 2.7366
C -4.8813 1.4779 0.7126
H -2.8060 -1.4505 -1.1661
C 2.9032 -3.4946 -0.6448
C 3.6361 -4.6325 -0.9399
O 1.8038 0.3677 -1.4982
I 8.7556 0.9738 -2.5935
S 0.3919 4.9111 -0.3685
C 6.3876 1.6129 -0.8369
C 4.1305 0.8745 -1.1835
C 5.0639 1.5795 -0.4329
*
```


(2)
The following is a quantum chemistry calculation of 19 unconnected molecules or ions with the total composition C38H114O19, from the Open Molecules 2025 dataset.

The value obtained for the gap between HOMO and LUMO is 9.34 eV. The HOMO energy comes out at -0.333 Ha.

The geometry in ORCA input format:
```
! RIJCOSX wB97M-V def2-TZVPD def2/J DEFGRID3
* xyz 0 1
H -1.7787 2.9271 -0.9490
O 0.8494 -3.5983 -2.7237
H 3.6481 2.6192 3.0854
H 1.6490 -2.7514 3.0388
H 2.2623 4.5050 -1.9214
C 3.2033 -1.0627 -3.9096
C 1.8292 -3.7898 2.7114
H -4.0538 4.1614 1.3105
H 3.9500 -0.8368 -1.0756
H 0.5112 2.8105 -4.8870
H 7.1927 1.0409 -3.7486
H -3.8222 4.4465 -0.8386
H 5.3703 -1.9555 5.4628
H -1.3744 -2.1674 1.4203
C 6.4128 2.3584 -2.5322
O 1.1296 2.9056 -1.0527
H 3.8640 -3.8270 3.2108
H -8.8099 -2.2970 0.2369
H 3.3752 3.9342 0.9854
O 0.3316 -0.0097 3.3941
O -2.0707 -4.1731 -3.1596
C -0.4603 -0.1856 -0.2814
H 2.9264 -0.3371 4.5340
H -9.8744 -0.8689 0.0012
H -1.9686 0.1081 0.9822
H 3.2695 2.3418 -2.6061
H 0.9582 3.5017 -0.2953
H 4.0208 1.1308 2.1242
C 3.9462 3.0000 1.0284
H 6.7454 3.1598 -3.2367
H -10.1137 -0.6533 2.4391
C -0.7315 1.3780 -3.8505
H 5.2490 -0.4227 0.0395
H 1.4717 0.4062 0.3603
H 1.6292 -1.9123 -3.1653
H 2.8421 -4.2672 4.5867
H -4.2071 -1.1456 3.4516
H 2.6028 -3.8126 -1.6363
H -4.7314 -2.0289 -2.5668
H -1.6995 -2.9716 -0.5453
H -0.9665 2.2831 -5.6914
C 4.5625 -1.2386 5.6259
H -0.8038 3.3578 2.7422
H 3.0746 -5.4355 3.2617
O 3.4501 -1.8025 6.3961
H 2.7196 -1.8612 -5.8399
C -5.4616 -0.0951 -1.9945
H -4.8167 3.0419 -0.7974
H 4.0105 -3.1292 -0.3875
C -0.5350 2.5712 -4.7213
H 1.0666 -3.8404 -0.7832
H 3.6664 -0.1183 -3.5425
H 3.7724 -2.3249 7.1414
H 1.7870 1.9402 -3.4819
H -2.7538 1.5209 -1.1095
H -3.5749 1.7702 1.2100
H 3.6479 -1.6579 3.7349
H -0.5510 -4.2040 -4.6274
H 4.5716 -0.1398 3.7528
H -5.9130 -0.9254 3.2166
H 5.0095 3.2312 1.1626
H -0.0038 -4.2252 2.2044
H -3.1025 -3.5034 0.4268
O -3.6382 3.3956 0.8706
O 0.5543 4.9932 0.7150
H 6.9811 1.5996 -0.5692
C 1.6008 3.6530 -2.1940
H -0.6223 6.4569 1.4766
C 3.2073 -1.0365 -5.3797
H -1.4806 0.2359 4.3443
H -2.4470 -1.8203 -4.5471
O -1.2161 3.6923 -4.2483
O 0.6909 -4.6289 2.7763
O -1.1037 -0.2661 0.9906
H -4.8949 -1.3663 1.8261
H -1.7743 1.0211 -3.9302
H 0.2426 4.7611 5.2471
H -5.5886 -1.9558 -0.8897
H 2.4812 -6.0338 -1.0051
H 8.3260 2.3268 -1.4315
C 3.0013 -4.3656 3.5069
C -1.2575 5.8219 -0.5829
C -9.6787 -1.5200 1.9968
O -5.7940 0.7340 -0.8978
H -8.8202 -1.8883 2.5659
C -2.0202 -3.6048 0.3009
C -2.7795 2.6050 -1.2688
C -4.9366 -0.7790 2.7405
O -3.7435 0.7884 1.3287
H 1.9341 5.1878 3.7345
O 6.4597 1.0943 -3.1317
H 2.8165 -0.0716 -5.7927
H -4.4117 1.3251 3.2531
H -2.9376 2.6533 -2.3216
C 3.9093 -0.7686 4.3200
H -2.1212 -5.7057 0.8621
H -0.0950 -3.6319 -2.5303
H 5.9862 -0.7923 -2.2537
C 1.5828 -4.1672 -1.6913
O 5.8904 -1.5419 -1.6649
H -1.3674 4.8413 -1.1089
C -4.7078 0.7107 2.3968
H 0.0051 0.4510 5.3581
O 1.8495 -1.0140 -3.4673
H -0.9390 -0.9060 -0.8877
H -0.2637 -0.1036 2.5973
H -0.7256 -5.3279 -0.1810
O -8.0378 -0.4058 0.7680
H 2.4386 1.8382 2.1838
H 1.4784 -0.8549 -0.8713
H 0.7595 -6.1896 -1.3519
C 0.3603 4.1690 4.3314
C 4.6764 -2.4214 0.1057
O 1.0942 4.8977 3.3542
H 5.6192 -2.8827 0.3833
C -0.6640 -1.6357 5.0792
H -6.3657 -0.1991 -2.6060
C 2.3712 2.7684 -3.1101
H -0.0805 0.5711 -4.2104
H -2.3831 -5.2582 -0.8485
O 3.8714 2.4137 -0.2141
H 2.9443 2.3315 -0.3452
H -4.7125 0.4357 -2.5535
H -0.5604 6.4543 -1.1610
H -1.6180 3.1027 4.3633
C -0.4556 -0.1808 4.5503
H -1.4958 -2.1910 4.6284
H -3.9430 -1.4620 -1.1018
H -0.7628 -1.6240 6.1600
O -1.2425 -3.1119 1.3504
H -0.5064 0.8004 -0.7283
C 7.2311 2.4019 -1.2787
C 4.9196 -1.1702 -0.6845
H 1.8101 -6.1067 -2.7373
H 0.7282 4.0762 -2.6897
H 0.8012 4.8125 1.6554
H 4.1074 -2.1271 1.0057
H -2.9553 -3.8062 -3.1117
H -2.1238 -4.4020 -5.2798
H 1.0618 -1.2434 0.8205
C 1.6862 -5.7260 -1.7308
C -3.8158 3.4100 -0.5525
H 4.9845 -0.4152 6.1871
H -10.3857 -2.3384 1.9551
H -5.1561 0.6936 -0.1649
H 2.1680 -3.7790 1.6454
H 3.6826 -1.9662 -3.5401
H 6.9641 3.3303 -0.7126
H -1.6592 4.6165 3.5646
H -0.5171 1.5429 -2.8203
H 0.8434 3.2128 4.5150
C -4.9172 -1.4890 -1.6520
H -7.6034 -0.2202 -0.0691
H -1.3971 4.8317 1.3153
C -9.0828 -1.2897 0.6015
C -0.7683 5.5807 0.8304
C 0.9543 -0.5055 0.0086
H -5.6149 1.1589 2.0100
C -1.7746 -5.0472 0.0484
H 2.6481 3.3734 -4.0008
H -1.3686 4.3461 -4.9222
H -2.2230 6.3012 -0.5496
C 3.5178 2.1070 2.1782
H -1.2023 -2.1835 -5.8487
H -0.7088 -2.0003 -4.1865
C -1.5161 -2.3782 -4.7999
C -1.5818 -3.8749 -4.4967
H 4.2400 -1.0858 -5.6574
H 0.2453 -2.2105 4.8807
C -0.9706 3.7725 3.7570
H 5.4090 2.5033 -2.2031
*
```


(3)
The following is a quantum chemistry calculation of 10 unconnected molecules or ions with the total composition C48H62F4N6, from the Open Molecules 2025 dataset.

The value obtained for the gap between HOMO and LUMO is 9.16 eV. The HOMO energy comes out at -0.322 Ha. The SMILES is Fc1ccccc1.Fc1ccccc1.Fc1ccccc1.Fc1ccccc1.CCCC#N.CCCC#N.CCCC#N.CCCC#N.CCCC#N.CCCC#N.

The geometry in ORCA input format:
```
! RIJCOSX wB97M-V def2-TZVPD def2/J DEFGRID3
* xyz 0 1
H 1.0272 -3.3063 7.4298
H 4.1764 2.3805 -4.0294
C 4.7233 2.8363 -1.0704
F -4.8266 2.0221 -3.1888
H 4.1428 0.0872 4.3629
H 0.0414 -1.3552 -3.6429
C -1.1195 -6.5929 -1.4715
C 0.1391 0.4859 1.5535
C 5.3230 3.2399 4.4847
H 5.0758 1.8865 -1.4687
H 0.8076 -4.8411 -0.3597
H -0.6543 1.8370 -6.3841
H -4.2115 -3.5656 2.4603
H -0.0355 -2.6690 -1.0661
C -3.6921 -0.0343 -3.3268
C -5.9720 -1.2912 -2.3239
F 6.2001 1.2595 5.4035
N 0.4271 -1.5018 4.9693
F -1.1305 0.2396 -8.4247
H 1.6076 -4.5863 -1.8598
H -5.4406 -5.5512 0.4684
C 2.8389 0.1210 -3.3769
C 4.2001 1.1573 4.1904
H -3.7763 2.7886 1.4308
C 0.6824 -1.8333 6.0389
C -3.0069 5.4058 -0.5930
H 5.5807 0.3667 -3.2841
C 3.1413 0.6677 -4.6988
C -2.8598 4.1620 -0.0005
C -4.1214 6.1996 -0.3509
H 1.0013 0.3845 2.2129
H 3.1463 -2.0002 6.8809
C 1.0961 -2.2201 7.4002
N 2.1979 3.3020 -1.4133
C -0.4445 -1.9342 -5.6383
H -3.9275 -5.8309 1.3049
H -4.8254 -3.0969 -2.3541
H -0.3686 1.3859 1.9269
H 2.9064 -2.0951 8.5743
H 6.2156 2.9453 0.4959
C 3.1754 1.7739 3.4921
H -5.0494 -5.4885 3.7271
C 0.0840 -6.0261 -2.0782
H 5.1760 4.6275 1.8801
N -6.8584 -3.2701 4.8756
C 5.1366 3.0560 0.3809
H -0.4364 -3.3204 -2.6998
H 0.3473 -1.7566 8.0495
H 1.9362 0.1068 8.7629
H -0.5155 -1.5003 1.0891
H -2.8033 0.4487 -3.7040
H -1.9615 3.5854 -0.1651
H 4.4063 4.9380 3.6742
C -5.1381 5.7113 0.4679
H -0.0329 1.0650 -4.1318
H 6.2051 3.7954 4.7728
C -4.8306 0.6924 -3.0178
C 2.4843 -1.6393 7.6738
C -0.8763 -0.1622 -7.1652
H -2.7484 -1.9361 -3.1477
H 1.2816 -0.0535 -0.1552
H 6.4723 1.5905 -4.1275
H 3.2020 -0.2017 -5.3595
H 5.2667 3.5911 -1.6572
H -4.0638 -4.4504 0.1773
H 4.6187 2.3564 1.0378
H -6.0452 6.2875 0.6060
H 1.8330 0.2623 6.9907
N -2.0274 -7.0969 -0.9734
H -0.2685 -5.7429 -3.0811
F -5.9714 4.0011 1.8418
C -6.3711 -3.9748 4.1159
C 3.3052 3.0733 -1.2933
H 3.7261 4.6057 0.9089
C 5.6727 0.8555 -4.2581
N -1.1212 1.3509 -1.6934
C -0.2914 -1.0045 -4.6135
C 0.6130 -4.7415 -1.4308
C -3.8585 3.7000 0.8487
H -2.2339 5.7604 -1.2667
C -5.9557 0.0940 -2.4839
H 5.1999 5.2721 0.2191
N 2.5423 -0.3073 -2.3492
H 2.3188 1.2270 3.1264
C -0.8363 -0.6657 1.7189
C -0.4051 1.0556 -0.8546
C 4.2808 3.8719 3.8158
C -4.5849 -5.0493 0.9224
C -0.6909 0.7747 -6.1762
H -4.2301 7.1609 -0.8317
C -0.2885 -3.5570 -1.6444
H -1.3061 -3.7598 -1.2758
C 3.2234 3.1478 3.3104
H 1.2524 1.6371 0.1744
C 5.2336 1.8886 4.7093
H 0.8397 -6.7860 -2.2528
H -6.7765 0.6967 -2.1156
H 6.0430 0.1095 -4.9630
C -5.0417 -4.1273 2.0406
H -5.7355 -3.3595 1.6840
H 2.2708 1.2522 -4.9985
C -3.6910 -1.4046 -3.0815
C -0.3296 0.3527 -4.8904
H -0.8947 -2.2478 -7.7066
H -6.4734 -5.6124 2.7987
H 4.4787 1.9850 -5.6976
H -0.9171 -0.9648 2.7601
H 3.4168 0.3294 7.8319
H -6.8680 -1.7355 -1.9100
C -4.8267 -2.0404 -2.5955
H -0.2600 -2.9939 -5.5111
C -0.7740 -1.5157 -6.9202
C 4.4037 1.5457 -4.7017
H 2.4032 3.6767 2.8385
C 0.6079 0.7536 0.1345
H -1.8419 -0.3699 1.4105
C 4.8140 4.4820 0.8630
C -5.7522 -4.8718 3.1507
C -5.0043 4.4552 1.0174
C 2.4300 -0.1246 7.8181
*
```


(4)
The following is a quantum chemistry calculation of a single C8H9IN2 molecule, from the Open Molecules 2025 dataset.

The value obtained for the gap between HOMO and LUMO (spin up / spin down) is 7.06 / 6.85 eV. The HOMO energy (spin up / spin down) comes out at -0.257 / -0.253 Ha.

The geometry in ORCA input format:
```
! RIJCOSX wB97M-V def2-TZVPD def2/J DEFGRID3
* xyz 0 1
H 1.6809 2.1647 -0.6002
H -1.4732 -0.0302 0.6636
C -1.4345 2.0631 0.4850
H 1.5799 -2.4631 1.3652
C 0.5195 -1.8334 -0.3948
H 0.5450 -3.7024 0.5117
N 0.3356 0.6099 -0.1950
H -2.2434 2.1374 1.1332
H -0.1009 3.7905 0.7977
C -0.2803 2.8270 0.3326
C 0.6353 -2.6772 0.8887
N -2.2543 0.9886 -2.3600
C -1.8392 0.8706 -1.3185
I 3.1216 -0.1613 -0.6345
H 1.1530 -2.2032 -1.1879
H -0.4819 -2.0194 -0.7297
C 1.0505 -0.5098 -0.2127
C 0.7436 1.8794 -0.0546
H -0.1446 -2.3917 1.5619
C -1.1127 0.6606 -0.0515
*
```